Entry from the OMol25 dataset: a structure of composition C75H209CdF6N15O30S2 at a distorted geometry (ωB97M-V with the def2-TZVPD basis set).

LUMO: -0.0282 hartree
HOMO: -0.2503 Ha
Kohn-Sham gap: 6.05 eV

Each line ends with the Mulliken charge.
Geometry (Å):
Cd (-13.14, 22.58, -16.59)  2.556
C (-11.48, 27.39, -14.82)  -0.208
C (-12.84, 26.66, -14.86)  2.769
C (-13.95, 27.69, -14.53)  -0.240
C (-14.29, 28.66, -15.65)  -0.388
C (-14.69, 27.89, -16.86)  0.149
C (-13.61, 26.84, -17.33)  3.248
N (-13.27, 25.97, -16.12)  0.576
O (-12.39, 24.82, -16.46)  1.087
C (-12.47, 27.59, -18.05)  1.556
C (-14.39, 26.03, -18.35)  -1.630
C (-12.87, 25.64, -13.70)  0.696
H (-11.54, 28.24, -15.49)  -0.359
H (-10.77, 26.66, -15.22)  -1.166
H (-11.18, 27.72, -13.82)  0.697
H (-13.65, 28.29, -13.67)  -0.503
H (-14.86, 27.26, -14.12)  -0.634
H (-13.45, 29.34, -15.74)  -1.002
H (-15.17, 29.20, -15.30)  1.280
H (-14.79, 28.63, -17.66)  -0.930
H (-15.70, 27.56, -16.61)  -0.645
H (-12.54, 27.51, -19.13)  0.213
H (-11.52, 27.14, -17.76)  -1.305
H (-12.38, 28.62, -17.70)  -1.308
H (-15.37, 25.65, -18.05)  -0.358
H (-13.79, 25.16, -18.62)  -0.667
H (-14.55, 26.51, -19.32)  0.732
H (-12.67, 26.21, -12.80)  -0.459
H (-12.12, 24.85, -13.74)  -0.889
H (-13.86, 25.19, -13.62)  -0.696
C (-11.76, 24.08, -20.82)  0.458
F (-11.21, 23.72, -21.98)  -0.270
F (-11.24, 25.23, -20.35)  -0.038
F (-13.07, 24.32, -20.96)  -0.052
S (-11.43, 22.65, -19.45)  0.091
O (-10.94, 21.46, -20.10)  -0.560
O (-10.38, 23.25, -18.60)  -0.542
N (-12.97, 22.42, -18.65)  -0.562
S (-13.83, 21.59, -19.72)  0.793
O (-13.38, 21.66, -21.10)  -0.562
O (-13.98, 20.19, -19.26)  -0.694
C (-15.61, 22.42, -19.70)  0.595
F (-15.52, 23.68, -20.06)  -0.051
F (-16.39, 21.74, -20.50)  -0.216
F (-16.14, 22.34, -18.49)  -0.277
C (-20.39, 30.13, -17.34)  -1.309
C (-19.30, 30.09, -16.35)  0.604
C (-18.18, 29.03, -16.59)  0.664
O (-18.59, 31.31, -16.34)  -0.482
H (-20.99, 29.24, -17.15)  0.401
H (-19.95, 30.12, -18.34)  0.078
H (-20.96, 31.06, -17.32)  0.469
H (-19.73, 29.93, -15.36)  0.038
H (-18.61, 28.05, -16.79)  0.115
H (-17.52, 28.97, -15.73)  -0.769
H (-17.52, 29.14, -17.45)  -0.065
H (-19.23, 32.02, -16.36)  0.288
C (-20.45, 23.27, -18.77)  -1.612
C (-19.98, 24.45, -17.96)  1.334
C (-18.96, 25.30, -18.70)  0.520
O (-21.10, 25.14, -17.53)  -0.606
H (-21.20, 23.55, -19.52)  0.381
H (-20.89, 22.50, -18.13)  0.416
H (-19.61, 22.78, -19.26)  0.279
H (-19.52, 23.95, -17.11)  -0.455
H (-18.58, 26.12, -18.09)  -0.472
H (-19.44, 25.68, -19.61)  0.022
H (-18.07, 24.78, -19.06)  -0.201
H (-21.43, 25.73, -18.22)  0.385
C (-16.91, 28.39, -12.48)  -0.702
C (-17.30, 29.75, -11.84)  0.991
C (-18.57, 30.38, -12.51)  -0.946
O (-17.64, 29.66, -10.50)  -0.624
H (-17.80, 27.76, -12.57)  0.419
H (-16.10, 27.86, -11.97)  -0.034
H (-16.50, 28.51, -13.48)  0.029
H (-16.49, 30.47, -11.97)  -0.042
H (-19.42, 29.76, -12.24)  0.377
H (-18.42, 30.42, -13.59)  -0.175
H (-18.76, 31.41, -12.21)  0.152
H (-17.54, 28.73, -10.28)  0.425
C (-12.69, 28.88, -10.88)  0.392
C (-11.57, 29.24, -9.80)  0.005
C (-10.20, 28.72, -10.24)  -0.331
O (-11.49, 30.63, -9.63)  -0.623
H (-13.67, 29.30, -10.63)  0.331
H (-12.93, 27.82, -10.96)  -0.285
H (-12.38, 29.20, -11.87)  -0.409
H (-11.81, 28.76, -8.85)  0.532
H (-9.57, 29.38, -10.83)  -0.166
H (-10.24, 27.76, -10.75)  -0.168
H (-9.52, 28.53, -9.41)  0.392
H (-11.08, 31.02, -10.40)  0.434
O (-10.29, 20.81, -14.06)  -0.375
H (-9.53, 20.23, -14.13)  0.249
H (-10.75, 20.51, -13.28)  0.132
O (-11.12, 21.73, -16.43)  -0.610
H (-10.32, 21.60, -16.94)  0.100
H (-11.00, 21.19, -15.65)  0.130
O (-14.72, 22.07, -12.60)  -0.047
H (-14.69, 21.20, -12.20)  0.188
H (-15.63, 22.35, -12.50)  0.065
O (-14.13, 20.68, -16.35)  -0.188
H (-13.83, 19.78, -16.32)  0.199
H (-15.09, 20.61, -16.41)  0.155
O (-12.96, 22.51, -14.47)  0.712
H (-12.12, 22.22, -14.12)  -0.395
H (-13.58, 22.36, -13.76)  0.114
O (-7.04, 23.46, -17.64)  -0.881
H (-7.50, 23.84, -18.39)  0.496
H (-7.48, 23.82, -16.87)  0.083
O (-11.94, 20.11, -11.95)  -0.765
H (-11.90, 21.00, -11.58)  0.224
H (-12.87, 19.89, -11.93)  0.244
O (-14.94, 23.51, -16.20)  1.839
H (-14.81, 24.46, -16.20)  -0.756
H (-15.87, 23.40, -16.00)  -0.748
C (-15.48, 25.12, -10.53)  0.090
C (-15.27, 26.31, -9.55)  2.211
C (-16.51, 26.45, -8.67)  -1.562
O (-17.60, 26.96, -9.38)  -0.212
C (-18.80, 26.95, -8.58)  -1.051
N (-14.08, 26.05, -8.79)  -0.681
H (-16.27, 25.42, -11.22)  -0.638
H (-15.81, 24.25, -9.96)  0.534
H (-14.63, 24.90, -11.18)  -0.314
H (-15.14, 27.25, -10.10)  -0.759
H (-16.25, 27.10, -7.84)  0.505
H (-16.70, 25.44, -8.30)  0.464
H (-19.26, 25.98, -8.41)  0.319
H (-19.61, 27.53, -9.02)  0.318
H (-18.62, 27.29, -7.56)  0.380
H (-13.37, 25.85, -9.47)  -0.098
H (-14.05, 25.13, -8.36)  0.400
C (-10.46, 24.83, -10.90)  -1.464
C (-10.41, 23.40, -11.38)  2.515
C (-9.72, 22.39, -10.48)  -1.712
O (-8.28, 22.62, -10.48)  -0.234
C (-7.54, 21.70, -9.69)  -0.851
N (-11.79, 23.01, -11.56)  0.775
H (-10.92, 24.91, -9.92)  0.515
H (-10.93, 25.58, -11.53)  -0.321
H (-9.40, 25.10, -10.94)  0.655
H (-9.84, 23.49, -12.30)  -1.091
H (-9.87, 21.39, -10.88)  0.507
H (-10.18, 22.26, -9.50)  0.474
H (-7.60, 20.73, -10.19)  0.314
H (-7.98, 21.59, -8.70)  0.316
H (-6.54, 22.13, -9.67)  0.235
H (-12.16, 23.48, -12.38)  -1.050
H (-12.37, 23.29, -10.78)  0.186
C (-14.43, 30.14, -20.31)  0.348
C (-13.42, 30.76, -21.32)  0.010
C (-12.05, 30.06, -21.17)  0.078
O (-11.18, 30.61, -22.15)  -0.496
C (-9.97, 29.83, -22.30)  -0.703
N (-14.14, 30.52, -22.54)  -0.489
H (-14.64, 29.09, -20.53)  0.127
H (-15.41, 30.62, -20.31)  -0.118
H (-14.13, 30.08, -19.27)  -0.545
H (-13.24, 31.80, -21.06)  0.152
H (-12.19, 28.99, -21.32)  0.542
H (-11.64, 30.24, -20.17)  -0.481
H (-9.40, 29.97, -23.22)  0.373
H (-10.19, 28.76, -22.26)  0.243
H (-9.24, 30.08, -21.53)  0.254
H (-15.04, 30.98, -22.65)  0.137
H (-13.55, 30.98, -23.22)  0.411
C (-3.18, 30.19, -12.97)  -1.012
C (-2.96, 30.18, -14.49)  0.511
C (-4.34, 30.44, -15.22)  -1.038
O (-5.44, 29.52, -14.92)  -0.098
C (-6.73, 30.05, -15.26)  -0.620
N (-1.98, 31.15, -14.89)  -0.689
H (-3.56, 29.30, -12.48)  0.201
H (-3.80, 30.96, -12.51)  0.178
H (-2.19, 30.33, -12.54)  0.352
H (-2.75, 29.14, -14.78)  0.202
H (-4.23, 30.43, -16.30)  0.300
H (-4.56, 31.47, -14.96)  0.450
H (-6.70, 31.14, -15.13)  0.449
H (-7.57, 29.56, -14.77)  0.074
H (-6.91, 29.94, -16.33)  0.272
H (-1.95, 31.22, -15.90)  0.245
H (-1.04, 30.89, -14.61)  0.261
C (-18.60, 34.14, -12.23)  -1.382
C (-17.10, 34.28, -11.82)  0.757
C (-16.16, 34.35, -13.02)  -0.586
O (-14.74, 34.52, -12.75)  -0.451
C (-14.14, 33.23, -12.42)  -0.098
N (-16.94, 35.44, -10.94)  -0.766
H (-18.69, 33.35, -12.98)  0.193
H (-18.91, 35.02, -12.79)  0.399
H (-19.20, 33.82, -11.38)  0.342
H (-16.91, 33.42, -11.18)  0.117
H (-16.53, 35.20, -13.59)  0.428
H (-16.39, 33.49, -13.65)  0.164
H (-14.32, 32.51, -13.21)  0.004
H (-14.50, 32.80, -11.48)  0.327
H (-13.10, 33.43, -12.17)  0.021
H (-16.49, 36.16, -11.48)  0.309
H (-16.16, 35.35, -10.30)  0.283
C (-7.14, 26.69, -20.65)  -1.817
C (-7.85, 26.27, -19.36)  0.358
C (-8.96, 27.25, -18.87)  1.702
O (-8.40, 28.43, -18.33)  -0.696
C (-9.33, 29.29, -17.73)  0.659
N (-8.36, 24.91, -19.58)  -0.695
H (-7.80, 26.72, -21.51)  0.298
H (-6.35, 25.99, -20.93)  0.451
H (-6.66, 27.65, -20.46)  0.357
H (-7.13, 26.08, -18.56)  0.259
H (-9.50, 26.76, -18.06)  -0.777
H (-9.70, 27.45, -19.65)  0.113
H (-8.76, 30.17, -17.43)  0.638
H (-9.77, 28.76, -16.88)  -0.008
H (-10.14, 29.59, -18.39)  -1.043
H (-9.06, 24.91, -20.32)  0.363
H (-8.89, 24.63, -18.77)  -0.175
C (-7.81, 23.55, -14.20)  -1.778
C (-8.69, 24.78, -14.48)  2.772
C (-7.86, 26.09, -14.31)  -1.664
O (-7.15, 26.20, -13.09)  -0.339
C (-6.02, 27.06, -13.20)  -0.592
N (-9.04, 24.55, -15.87)  1.416
H (-7.14, 23.25, -15.00)  0.464
H (-8.49, 22.70, -14.07)  0.221
H (-7.28, 23.62, -13.25)  0.357
H (-9.59, 24.80, -13.88)  -0.374
H (-8.63, 26.86, -14.41)  0.196
H (-7.30, 26.11, -15.24)  0.461
H (-6.39, 28.08, -13.34)  0.026
H (-5.38, 26.69, -13.99)  0.381
H (-5.48, 27.11, -12.25)  0.314
H (-9.43, 23.62, -15.92)  0.016
H (-9.85, 25.14, -16.03)  -1.616
C (-15.62, 25.60, -22.90)  -1.086
C (-16.19, 26.54, -23.98)  0.919
C (-15.65, 26.33, -25.41)  -1.081
O (-16.15, 27.35, -26.26)  -0.273
C (-16.05, 27.14, -27.65)  -0.795
N (-17.67, 26.53, -23.96)  -0.812
H (-14.54, 25.62, -22.75)  0.377
H (-15.71, 24.53, -23.09)  0.455
H (-16.10, 25.86, -21.96)  -0.225
H (-16.05, 27.59, -23.74)  0.125
H (-15.87, 25.32, -25.76)  0.468
H (-14.56, 26.34, -25.45)  0.462
H (-16.52, 27.98, -28.16)  0.222
H (-16.46, 26.16, -27.89)  0.325
H (-15.00, 27.16, -27.96)  0.304
H (-18.03, 27.03, -24.75)  0.344
H (-17.93, 27.07, -23.14)  0.393
C (-22.03, 29.19, -22.89)  -1.487
C (-20.86, 28.22, -22.69)  0.585
C (-19.76, 28.80, -21.75)  -0.835
O (-18.64, 27.90, -21.68)  -0.374
C (-17.61, 28.36, -20.83)  0.879
N (-21.35, 27.09, -21.97)  -0.709
H (-21.65, 30.16, -23.22)  0.346
H (-22.57, 29.35, -21.96)  0.367
H (-22.80, 28.79, -23.55)  0.385
H (-20.37, 27.90, -23.61)  0.160
H (-20.10, 28.95, -20.72)  0.166
H (-19.49, 29.76, -22.18)  0.298
H (-16.78, 27.67, -20.96)  -0.653
H (-18.05, 28.48, -19.84)  0.045
H (-17.35, 29.35, -21.21)  0.234
H (-21.94, 26.56, -22.59)  0.292
H (-20.64, 26.40, -21.74)  0.179
C (-14.74, 35.07, -21.22)  -1.490
C (-15.53, 33.84, -21.62)  1.892
C (-16.56, 33.57, -20.50)  -0.751
O (-17.37, 32.45, -20.98)  -0.332
C (-18.22, 31.95, -19.93)  -0.743
N (-16.22, 33.98, -22.92)  -0.849
H (-14.26, 34.94, -20.25)  0.249
H (-15.42, 35.92, -21.14)  0.405
H (-13.94, 35.30, -21.92)  0.396
H (-14.94, 32.92, -21.70)  -0.984
H (-17.25, 34.40, -20.33)  0.669
H (-15.96, 33.30, -19.63)  0.087
H (-18.90, 31.21, -20.35)  -0.073
H (-18.83, 32.75, -19.52)  0.544
H (-17.69, 31.64, -19.03)  0.351
H (-16.86, 34.73, -22.68)  0.350
H (-16.91, 33.25, -22.85)  0.359
C (-17.61, 25.35, -14.67)  0.001
C (-17.21, 24.15, -13.84)  2.144
C (-18.05, 23.84, -12.66)  -1.273
O (-17.44, 22.76, -12.01)  -0.381
C (-18.19, 22.38, -10.82)  -0.960
N (-17.23, 23.04, -14.85)  -0.478
H (-17.21, 25.49, -15.68)  -0.042
H (-17.41, 26.24, -14.07)  -1.121
H (-18.70, 25.31, -14.74)  0.731
H (-16.15, 24.17, -13.60)  -1.475
H (-19.06, 23.61, -13.00)  0.691
H (-18.12, 24.75, -12.06)  0.274
H (-17.77, 21.52, -10.29)  0.357
H (-19.21, 22.10, -11.07)  0.340
H (-18.33, 23.14, -10.06)  0.251
H (-18.19, 23.00, -15.17)  0.267
H (-17.23, 22.25, -14.23)  0.384
C (-9.92, 32.80, -19.05)  -1.156
C (-11.06, 33.34, -18.21)  0.271
C (-12.21, 32.36, -17.82)  0.577
O (-13.12, 33.05, -16.93)  -0.719
C (-14.13, 32.27, -16.39)  0.330
N (-10.45, 33.82, -16.97)  -0.690
H (-9.78, 31.75, -18.82)  -0.166
H (-9.02, 33.40, -18.93)  0.493
H (-10.21, 32.92, -20.09)  0.335
H (-11.51, 34.17, -18.75)  0.385
H (-11.92, 31.43, -17.33)  0.265
H (-12.72, 32.13, -18.76)  -0.357
H (-13.75, 31.60, -15.61)  -0.470
H (-14.64, 31.65, -17.13)  0.107
H (-14.84, 32.90, -15.85)  0.293
H (-10.04, 34.71, -17.21)  0.277
H (-11.22, 34.11, -16.39)  0.264
C (-7.32, 32.22, -11.80)  -1.062
C (-8.26, 33.28, -12.38)  0.698
C (-9.61, 33.29, -11.59)  -1.216
O (-10.30, 32.01, -11.74)  0.006
C (-10.76, 31.69, -13.07)  -0.579
N (-7.70, 34.59, -12.31)  -0.737
H (-6.31, 32.24, -12.20)  0.390
H (-7.73, 31.22, -11.89)  0.053
H (-7.21, 32.26, -10.71)  0.313
H (-8.48, 33.10, -13.43)  0.028
H (-10.13, 34.17, -11.96)  0.338
H (-9.26, 33.44, -10.57)  0.577
H (-9.99, 31.13, -13.60)  0.241
H (-11.05, 32.55, -13.68)  0.492
H (-11.63, 31.05, -12.94)  -0.321
H (-7.84, 34.80, -11.33)  0.321
H (-6.70, 34.48, -12.39)  0.310